[1]
The following is a DFT calculation (wB97M-V/def2-TZVPD) of a molecular structure, C26H18CoN4O2S.

```
! wB97M-V def2-TZVPD RIJCOSX def2/J DEFGRID3
* xyz 0 2
Co 0.18 -0.33 -0.41
O -0.84 4.98 -0.26
C 0.33 4.90 -0.93
C 0.98 6.10 -1.22
C 2.17 6.10 -1.91
C 2.75 4.90 -2.33
C 2.11 3.72 -2.04
C 0.90 3.68 -1.34
C 0.33 2.36 -1.00
O 0.92 1.31 -1.40
N -0.78 2.35 -0.26
N -1.10 1.05 0.02
C -2.27 0.66 0.38
C -2.40 -0.81 0.40
C -3.57 -1.49 0.50
C -3.54 -2.89 0.18
C -2.39 -3.54 -0.05
C -1.08 -2.84 0.11
N -1.22 -1.42 0.12
H -1.19 4.06 -0.15
H 0.51 7.02 -0.89
H 2.65 7.04 -2.13
H 3.68 4.91 -2.88
H 2.54 2.77 -2.34
H -3.10 1.34 0.54
H -4.50 -0.97 0.70
H -4.48 -3.43 0.10
H -2.39 -4.59 -0.31
H -0.55 -3.21 1.01
S 4.63 -0.81 0.29
C 4.31 0.78 0.94
C 5.22 1.76 1.32
C 4.71 2.96 1.78
C 3.33 3.17 1.88
C 2.43 2.19 1.52
C 2.93 0.98 1.03
N 2.17 -0.08 0.59
C 2.92 -1.07 0.19
C 2.24 -2.26 -0.35
C 2.71 -3.54 -0.29
C 1.90 -4.65 -0.71
C 0.62 -4.44 -1.07
C 0.02 -3.09 -1.07
C 0.93 -1.96 -0.80
H 6.28 1.60 1.25
H 5.39 3.75 2.07
H 2.96 4.12 2.24
H 1.36 2.34 1.59
H 3.71 -3.74 0.09
H 2.32 -5.64 -0.69
H -0.01 -5.28 -1.36
H -0.56 -2.92 -1.98
*
```

Its expectation value of S² is 0.842. For the electronic energy, the calculation gives -3151.9828 hartree. The frontier orbital gap (alpha / beta) comes out at 5.64 / 5.66 eV.

[2]
The following is a DFT calculation (wB97M-V/def2-TZVPD) of a gas-phase ion, CH2ClN2O2 (charge -1).

```
! wB97M-V def2-TZVPD RIJCOSX def2/J DEFGRID3
* xyz -1 1
C -0.80 0.08 -0.53
N 0.52 0.50 -0.46
N 1.21 -0.05 0.45
O 0.74 -0.75 1.42
O 2.45 0.23 0.43
Cl -1.95 0.31 0.88
H -1.04 -1.05 -0.79
H -1.12 0.74 -1.41
*
```

The calculation puts the energy above the lowest of the compared OMol25 structures with the same formula, charge and spin at 22.8 kcal/mol. The SMILES is [O-][N+]([O-])=NCCl. For the electronic energy, the calculation gives -759.4224 hartree. The frontier orbital gap comes out at 8.53 eV.

[3]
The following is a DFT calculation (wB97M-V/def2-TZVPD) of a gas-phase ion, C5H9FN3O (charge +1).

```
! wB97M-V def2-TZVPD RIJCOSX def2/J DEFGRID3
* xyz 1 1
C -0.23 -1.32 1.94
C 1.26 -1.79 0.07
C 0.22 -2.39 0.99
C 0.04 0.28 0.36
C -0.81 0.60 -1.87
N -0.40 -0.11 1.62
N 1.32 -0.57 -0.24
N 0.64 1.68 0.50
O -1.05 0.37 -0.49
F 2.28 -2.52 -0.46
H -0.57 -1.65 3.01
H 0.65 -3.37 1.28
H -0.57 -2.51 0.31
H -1.05 1.57 -2.27
H -1.24 -0.21 -2.28
H 0.18 0.47 -2.06
H 1.69 1.73 0.34
H 0.61 2.08 1.44
H 0.20 2.41 0.02
*
```

The calculation puts the energy above the lowest of the compared OMol25 structures with the same formula, charge and spin at 21.0 kcal/mol. The SMILES is CO[C@@]1([NH3+])N=CCC(F)=N1. For the electronic energy, the calculation gives -534.9707 hartree. The frontier orbital gap comes out at 11.00 eV.

[4]
The following is a DFT calculation (wB97M-V/def2-TZVPD) of a single C15H22N2OS molecule.

```
! wB97M-V def2-TZVPD RIJCOSX def2/J DEFGRID3
* xyz 0 1
C -1.14 0.49 -1.57
C -0.61 1.77 -1.00
N 0.32 1.85 -0.14
N 0.99 0.75 0.33
C 1.63 -0.21 -0.38
O 1.59 -0.33 -1.59
C 2.48 -1.14 0.49
C 3.79 -0.46 0.88
H 4.33 -0.18 -0.02
H 3.60 0.43 1.47
H 4.40 -1.14 1.46
H 2.69 -2.04 -0.09
S 1.58 -1.62 2.02
C -0.02 -2.03 1.36
C -0.17 -2.75 0.18
C -1.44 -3.03 -0.28
C -2.56 -2.63 0.43
C -2.41 -1.93 1.61
C -1.14 -1.62 2.08
H -1.01 -1.07 3.00
H -3.27 -1.61 2.17
H -3.55 -2.86 0.06
H -1.55 -3.59 -1.20
H 0.69 -3.07 -0.37
H 1.25 0.85 1.30
C -1.21 3.08 -1.45
C -0.46 4.26 -0.84
H 0.59 4.23 -1.14
H -0.50 4.23 0.24
H -0.89 5.20 -1.18
C -2.68 3.15 -1.00
H -3.27 2.36 -1.45
H -3.11 4.10 -1.29
H -2.74 3.05 0.08
C -1.13 3.17 -2.98
H -1.71 2.39 -3.46
H -1.51 4.13 -3.31
H -0.10 3.08 -3.31
H -1.26 -0.24 -0.77
H -2.09 0.63 -2.07
H -0.42 0.08 -2.27
*
```

The calculation puts the energy above the lowest of the compared OMol25 structures with the same formula, charge and spin at 21.5 kcal/mol. The SMILES is C/C(=N\NC(=O)[C@@H](C)Sc1ccccc1)C(C)(C)C. For the electronic energy, the calculation gives -1167.7069 hartree. The frontier orbital gap comes out at 9.33 eV.

[5]
The following is a DFT calculation (wB97M-V/def2-TZVPD) of a molecular structure, C2H3CuFO2.

```
! wB97M-V def2-TZVPD RIJCOSX def2/J DEFGRID3
* xyz 0 2
F 0.48 0.68 -2.61
H 0.75 0.02 -3.23
O 2.08 -0.34 0.37
C 0.97 -0.28 0.20
C -0.54 -0.15 0.40
O -0.80 -0.47 1.65
H -0.94 -0.81 -0.40
H -0.74 0.89 0.07
Cu -1.25 0.46 3.55
*
```

Its expectation value of S² is 0.752. For the electronic energy, the calculation gives -1968.6629 hartree. The frontier orbital gap (alpha / beta) comes out at 4.50 / 7.44 eV.

[6]
The following is a DFT calculation (wB97M-V/def2-TZVPD) of a molecular structure, C23H37MnN6O2PS.

```
! wB97M-V def2-TZVPD RIJCOSX def2/J DEFGRID3
* xyz 2 6
Mn -0.18 -0.08 0.69
C 2.89 -0.05 1.93
O 2.11 0.35 0.81
C 2.59 1.51 0.14
C 2.07 2.75 0.80
O 0.65 2.74 0.73
C 0.08 3.75 1.56
H 3.94 -0.13 1.64
H 2.53 -1.04 2.23
H 2.78 0.64 2.76
H 2.24 1.45 -0.89
H 3.68 1.52 0.13
H 2.47 3.64 0.29
H 2.39 2.79 1.85
H 0.33 4.75 1.19
H 0.43 3.65 2.59
H -1.00 3.62 1.56
C -4.51 -1.67 1.01
C -4.36 -2.89 0.34
C -3.09 -3.36 0.08
C -1.97 -2.60 0.46
N -2.13 -1.42 1.07
C -3.37 -0.99 1.35
C -0.57 -3.02 0.17
C -0.26 -4.37 0.05
C 1.02 -4.76 -0.31
C 1.97 -3.78 -0.57
C 1.65 -2.43 -0.42
C 0.38 -2.00 -0.01
H -5.49 -1.28 1.26
H -5.23 -3.46 0.03
H -2.95 -4.29 -0.45
H -3.42 -0.06 1.92
H -1.01 -5.13 0.25
H 1.27 -5.80 -0.39
H 2.96 -4.06 -0.89
H 2.42 -1.70 -0.62
C -3.03 3.79 -2.05
N -1.92 3.14 -2.90
C -2.58 2.08 -3.81
N -3.31 1.14 -3.04
C -4.34 1.82 -2.25
N -3.75 2.80 -1.33
C -2.96 2.17 -0.27
P -1.54 1.20 -0.95
C -0.85 2.52 -2.03
C -2.46 0.25 -2.24
H -3.67 4.32 -2.75
H -2.54 4.50 -1.38
H -1.49 3.86 -3.48
H -1.78 1.61 -4.38
H -3.23 2.64 -4.48
H -4.90 1.08 -1.68
H -5.02 2.33 -2.92
H -3.61 1.49 0.29
H -2.60 2.92 0.43
H -0.08 2.11 -2.69
H -0.38 3.29 -1.41
H -3.07 -0.50 -1.74
H -1.76 -0.28 -2.88
C 0.36 0.69 6.07
N -0.01 -0.55 5.40
C -0.28 -0.69 4.11
N -0.56 -1.91 3.65
S -0.29 0.67 3.06
H 0.32 0.51 7.14
H -0.34 1.48 5.81
H 1.37 1.00 5.80
H 0.04 -1.40 5.95
H -0.61 -2.71 4.26
H -0.78 -2.02 2.68
*
```

The calculation puts the energy above the lowest of the compared OMol25 structures with the same formula, charge and spin at 5.1 kcal/mol. Its expectation value of S² is 8.761. For the electronic energy, the calculation gives -3267.6847 hartree. The frontier orbital gap (alpha / beta) comes out at 7.68 / 8.09 eV.

- What is the electronic energy in the third record?
  -534.9707 hartree